No. 1
The following is a quantum chemistry calculation of a structure of composition C52H57GeMoNPSi2 at a distorted geometry, from the Open Molecules 2025 dataset.

Calculated values
Relative energy (zero: lowest compared OMol25 entry of this formula, charge and spin) (kJ/mol): 441.46
E_HOMO (spin up / spin down) (eV): -2.10 / -2.10
Charge: -1

Each line ends with the Löwdin charge.
Element x y z (Å)
Mo 0.507 -0.861 -0.334  1.396
C 0.615 -0.128 5.007  -0.019
C 1.921 -0.864 4.843  -0.250
C 2.855 -0.843 5.881  -0.051
C 4.080 -1.498 5.788  -0.095
C 4.394 -2.196 4.633  -0.104
C 3.475 -2.217 3.590  -0.120
C 2.237 -1.575 3.677  -0.320
P 1.232 -1.667 2.130  1.033
C 0.411 -0.087 1.870  -0.535
C 1.411 0.972 1.675  -0.173
C 1.145 2.284 1.644  0.014
C -0.254 2.836 1.880  -0.436
C -1.160 1.726 2.367  -0.067
C -0.898 0.410 2.340  -0.326
C -2.021 -0.517 2.717  -0.037
C -0.048 -2.904 2.511  -0.334
C -0.155 -3.562 3.736  -0.091
C -1.174 -4.479 3.963  -0.095
C -2.096 -4.731 2.954  -0.092
C -1.965 -4.102 1.724  -0.054
C -0.927 -3.205 1.463  -0.321
C -0.757 -2.615 0.080  -0.234
H 0.518 0.247 6.027  0.081
H -0.238 -0.778 4.796  0.069
H 0.545 0.719 4.319  0.078
H 2.611 -0.294 6.786  0.105
H 4.781 -1.456 6.614  0.096
H 5.345 -2.710 4.538  0.095
H 3.717 -2.750 2.675  0.088
H 2.445 0.669 1.578  0.057
H 1.941 3.001 1.470  0.124
H -1.763 4.027 0.908  0.113
H -2.155 2.043 2.674  0.115
H -2.858 0.063 3.116  0.089
H -1.730 -1.269 3.453  0.060
H -2.372 -1.051 1.829  0.067
H 0.548 -3.336 4.529  0.100
H -1.254 -4.981 4.922  0.096
H -2.910 -5.427 3.122  0.096
H -2.679 -4.311 0.935  0.110
H -1.732 -2.579 -0.403  0.034
H -0.185 -3.365 -0.487  0.031
C 1.603 -4.497 -2.135  -0.179
Si 0.840 -3.129 -3.175  0.404
C 1.393 -3.503 -4.934  -0.187
C -1.027 -3.305 -3.224  -0.177
C 1.309 -1.516 -2.440  -0.454
C 2.699 -1.427 -1.955  -0.414
C 3.875 -1.884 -2.580  -0.034
C 5.093 -1.703 -1.965  -0.058
C 5.154 -1.080 -0.718  -0.063
C 3.973 -0.663 -0.147  -0.127
N 2.787 -0.818 -0.748  -0.012
Si 1.011 -0.021 -3.528  0.418
C -0.784 0.072 -4.039  -0.169
C 1.896 1.472 -2.807  -0.181
C 1.920 -0.180 -5.181  -0.183
H 1.055 -5.440 -2.265  0.034
H 1.598 -4.245 -1.068  0.021
H 2.646 -4.672 -2.429  0.030
H 1.200 -4.565 -5.133  0.033
H 2.459 -3.314 -5.112  0.023
H 0.825 -2.915 -5.663  0.017
H -1.327 -4.338 -3.002  0.036
H -1.410 -3.049 -4.222  0.029
H -1.508 -2.643 -2.497  0.004
H 3.800 -2.363 -3.548  0.099
H 6.002 -2.043 -2.449  0.107
H 6.093 -0.931 -0.199  0.101
H 3.971 -0.209 0.835  0.095
H -1.437 -0.165 -3.196  0.012
H -0.949 -0.664 -4.840  0.033
H -1.068 1.055 -4.431  0.020
H 1.585 1.717 -1.791  0.008
H 1.774 2.361 -3.436  0.033
H 2.970 1.244 -2.793  0.038
H 1.445 -0.915 -5.840  0.006
H 2.972 -0.476 -5.043  0.027
H 1.916 0.790 -5.701  0.034
C -0.705 0.391 -0.745  -0.325
Ge -1.693 2.024 -0.580  0.946
C -0.889 3.444 0.573  -0.268
C -0.151 3.894 2.967  -0.110
C 0.259 5.188 2.843  -0.179
C 0.676 5.888 1.680  -0.174
C 0.665 5.451 0.329  -0.190
C 0.022 4.371 -0.191  -0.182
C -3.442 1.500 0.146  -0.279
C -3.884 0.192 -0.081  -0.118
C -5.126 -0.238 0.382  -0.094
C -5.948 0.635 1.085  -0.105
C -5.522 1.937 1.326  -0.093
C -4.282 2.363 0.858  -0.121
C -2.177 3.006 -2.224  -0.244
C -3.436 3.606 -2.312  -0.091
C -3.785 4.399 -3.403  -0.094
C -2.880 4.607 -4.436  -0.105
C -1.624 4.014 -4.371  -0.089
C -1.283 3.227 -3.276  -0.141
H -0.356 3.530 3.970  0.076
H 0.336 5.752 3.768  0.080
H 1.096 6.873 1.854  0.048
H 1.213 6.072 -0.371  0.081
H 0.161 4.203 -1.253  0.053
H -3.229 -0.502 -0.606  0.080
H -5.446 -1.258 0.203  0.096
H -6.913 0.302 1.445  0.092
H -6.154 2.620 1.884  0.096
H -3.960 3.380 1.072  0.103
H -4.167 3.447 -1.526  0.085
H -4.770 4.850 -3.447  0.095
H -3.152 5.221 -5.287  0.093
H -0.908 4.166 -5.173  0.099
H -0.303 2.772 -3.246  0.058

=====

No. 2
The following is a quantum chemistry calculation of a cluster of 2 separate species, C5H11FINO3 in total at a distorted geometry, from the Open Molecules 2025 dataset.

Calculated values
Relative energy (zero: lowest compared OMol25 entry of this formula, charge and spin) (kJ/mol): 0.00
E_HOMO (eV): -9.89

Each line ends with the Löwdin charge.
Element x y z (Å)
C 0.676 0.352 0.934  -0.059
C -0.629 1.018 0.495  -0.419
F -0.601 1.104 -0.873  0.005
C -1.902 0.245 0.852  -0.840
N -3.069 1.017 0.479  0.068
I -1.908 -0.036 3.011  0.981
O -1.880 -0.942 0.065  -0.054
C -2.367 -2.059 0.695  -0.416
O -3.465 -2.445 0.515  0.128
H 0.475 -0.674 1.242  0.055
H 1.150 0.872 1.762  0.077
H 1.397 0.324 0.120  0.059
H -0.700 2.033 0.870  0.135
H -3.665 1.186 1.269  0.035
H -3.563 0.505 -0.237  0.097
H -1.676 -2.672 1.274  0.131
C 3.848 -0.254 -2.151  -0.151
O 3.200 0.732 -1.350  -0.136
H 4.512 -0.824 -1.507  0.077
H 3.116 -0.932 -2.597  0.077
H 4.437 0.217 -2.942  0.075
H 2.615 1.232 -1.924  0.074

=====

No. 3
The following is a quantum chemistry calculation of a cluster of 2 separate species, C2HFN2O2 in total at a distorted geometry, from the Open Molecules 2025 dataset.

Calculated values
Relative energy (zero: lowest compared OMol25 entry of this formula, charge and spin) (kJ/mol): 305.02
E_HOMO (spin up / spin down) (eV): -9.42 / -9.42

Each line ends with the Löwdin charge.
Element x y z (Å)
C -0.285 -1.301 2.000  -0.129
C -3.013 1.299 0.664  -0.449
N 0.288 -1.036 0.985  -0.091
N 0.391 -0.876 -0.216  0.089
O -3.310 1.051 -0.412  0.219
O -2.712 1.550 1.738  0.212
F 0.127 -1.743 3.158  0.079
H 0.601 0.066 -0.530  0.071

=====

No. 4
The following is a quantum chemistry calculation of a structure of composition C45H90O45 at a distorted geometry, from the Open Molecules 2025 dataset.

Calculated values
Relative energy (zero: lowest compared OMol25 entry of this formula, charge and spin) (kJ/mol): 6011.28
E_HOMO (eV): -7.54

Each line ends with the Löwdin charge.
Element x y z (Å)
C 10.229 21.004 -19.688  -0.098
O 9.145 20.972 -18.786  -0.030
C 8.802 22.147 -18.246  -0.567
O 9.512 23.175 -18.106  0.114
O 7.558 21.993 -17.997  0.021
C 6.798 23.170 -17.704  -0.005
H 10.149 21.801 -20.428  0.096
H 10.224 20.027 -20.171  0.012
H 11.165 21.100 -19.138  0.036
H 7.180 23.585 -16.771  0.100
H 5.842 22.707 -17.457  0.095
H 6.777 23.788 -18.602  0.108
C 10.957 22.328 -14.471  -0.055
O 11.115 23.072 -15.594  0.044
C 11.781 22.547 -16.640  -0.470
O 11.820 21.350 -16.926  0.109
O 12.192 23.561 -17.416  -0.004
C 13.021 23.341 -18.548  -0.015
H 10.393 22.826 -13.683  0.106
H 11.916 22.234 -13.960  0.103
H 10.424 21.381 -14.556  0.103
H 13.477 22.352 -18.507  0.105
H 13.784 24.105 -18.400  0.083
H 12.564 23.388 -19.537  0.078
C 20.620 23.098 -16.074  -0.029
O 19.727 24.040 -16.720  0.011
C 18.353 23.790 -16.751  -0.408
O 17.809 22.785 -16.301  0.018
O 17.725 24.852 -17.277  0.015
C 16.317 25.061 -17.497  -0.008
H 20.796 22.143 -16.568  0.065
H 20.276 22.927 -15.054  0.056
H 21.612 23.550 -16.092  0.096
H 16.101 24.085 -17.930  0.055
H 16.126 25.850 -18.225  0.127
H 15.936 25.136 -16.478  0.097
C 21.601 19.006 -15.761  -0.056
O 21.039 20.138 -16.405  -0.063
C 20.227 19.935 -17.561  -0.406
O 20.193 18.899 -18.250  0.129
O 19.587 21.129 -17.790  -0.022
C 18.573 21.098 -18.731  -0.170
H 22.342 19.321 -15.025  0.092
H 22.232 18.590 -16.546  0.101
H 20.862 18.220 -15.614  0.087
H 17.915 21.904 -18.408  0.104
H 17.928 20.225 -18.629  0.129
H 18.915 21.072 -19.766  0.050
C 15.247 18.253 -19.103  -0.087
O 16.306 17.488 -18.705  0.103
C 17.032 17.963 -17.690  -0.396
O 16.908 19.140 -17.228  0.008
O 17.650 16.954 -17.027  0.044
C 18.345 17.278 -15.859  -0.024
H 14.889 17.823 -20.038  0.124
H 15.451 19.307 -19.295  0.096
H 14.390 18.189 -18.432  0.099
H 18.256 16.442 -15.165  0.123
H 18.002 18.176 -15.346  0.071
H 19.329 17.675 -16.107  0.072
C 13.622 25.357 -16.044  -0.057
O 13.861 24.501 -14.998  0.072
C 14.265 23.299 -15.198  -0.548
O 14.434 22.716 -16.272  0.096
O 14.380 22.797 -13.982  0.067
C 14.824 21.458 -13.898  -0.020
H 12.703 25.046 -16.542  0.094
H 14.354 25.283 -16.848  0.045
H 13.592 26.407 -15.753  0.118
H 15.653 21.206 -14.560  0.091
H 14.000 20.821 -14.220  0.107
H 15.191 21.141 -12.922  0.104
C 14.535 17.584 -16.332  -0.053
O 15.012 18.668 -15.601  -0.033
C 15.738 18.531 -14.477  -0.438
O 16.006 17.507 -13.833  0.141
O 16.042 19.810 -14.063  -0.184
C 16.802 19.974 -12.890  -0.046
H 13.897 16.926 -15.740  0.143
H 15.388 17.004 -16.683  0.130
H 13.819 17.819 -17.120  -0.008
H 16.329 19.666 -11.957  0.121
H 17.123 21.016 -12.874  0.125
H 17.714 19.376 -12.876  0.104
C 12.061 25.466 -21.889  -0.006
O 12.862 24.314 -21.632  0.005
C 12.308 23.255 -21.061  -0.566
O 11.134 23.162 -20.681  0.077
O 13.200 22.228 -21.006  -0.005
C 12.691 21.074 -20.507  -0.150
H 11.792 25.484 -22.946  0.102
H 12.498 26.436 -21.653  0.097
H 11.164 25.418 -21.273  0.098
H 13.522 20.412 -20.262  -0.049
H 12.078 20.507 -21.207  0.172
H 12.232 21.323 -19.550  0.069
C 10.052 16.169 -20.966  -0.042
O 9.713 16.505 -19.629  0.004
C 9.708 17.793 -19.180  -0.413
O 10.057 18.794 -19.749  0.099
O 9.440 17.811 -17.798  0.030
C 9.555 19.060 -17.023  -0.018
H 10.648 15.266 -20.837  0.095
H 10.608 16.953 -21.480  0.098
H 9.224 15.966 -21.645  0.100
H 9.651 19.982 -17.597  0.069
H 10.443 18.983 -16.397  0.043
H 8.698 19.306 -16.396  0.122
C 10.644 15.969 -15.617  -0.034
O 10.854 15.716 -16.978  0.003
C 11.981 16.269 -17.614  -0.336
O 12.826 17.077 -17.108  -0.102
O 11.988 15.828 -18.864  0.029
C 12.819 16.414 -19.770  -0.058
H 9.855 15.320 -15.238  0.109
H 10.393 17.021 -15.476  0.038
H 11.581 15.752 -15.104  0.108
H 12.516 15.957 -20.713  0.101
H 13.874 16.183 -19.623  0.116
H 12.672 17.492 -19.836  0.098
C 15.004 23.623 -20.032  0.023
O 16.320 23.350 -20.771  0.091
C 17.086 22.311 -20.477  -0.469
O 16.986 21.589 -19.453  -0.070
O 17.934 22.182 -21.478  0.067
C 19.004 21.275 -21.470  -0.035
H 14.996 23.939 -18.989  0.024
H 14.289 22.801 -20.002  0.048
H 14.575 24.455 -20.590  0.116
H 18.475 20.332 -21.334  0.121
H 19.681 21.486 -20.642  0.099
H 19.710 21.230 -22.299  0.118
C 12.790 19.232 -15.337  -0.118
O 12.257 19.398 -14.037  0.044
C 11.052 18.820 -13.784  -0.432
O 10.255 18.384 -14.672  -0.033
O 10.654 19.085 -12.519  -0.015
C 9.567 18.411 -11.948  -0.052
H 12.380 18.322 -15.776  0.109
H 13.870 19.102 -15.278  0.009
H 12.481 20.114 -15.898  0.105
H 8.787 18.244 -12.690  0.090
H 9.254 19.089 -11.154  0.102
H 9.893 17.411 -11.662  0.098
C 17.518 18.908 -24.143  -0.031
O 16.794 18.875 -22.907  -0.023
C 15.850 19.718 -22.449  -0.640
O 15.419 20.668 -23.041  0.161
O 15.425 19.268 -21.353  0.089
C 14.611 20.041 -20.571  -0.242
H 18.372 18.236 -24.053  0.094
H 17.825 19.906 -24.456  0.090
H 16.787 18.572 -24.878  0.093
H 13.640 20.065 -21.065  0.111
H 14.885 21.082 -20.395  0.150
H 14.602 19.512 -19.619  0.006
C 21.480 19.908 -12.989  -0.072
O 20.297 19.495 -13.641  -0.014
C 19.558 20.421 -14.247  -0.541
O 19.740 21.687 -14.207  0.037
O 18.544 19.861 -14.842  0.001
C 17.656 20.566 -15.782  -0.100
H 21.990 20.708 -13.526  0.099
H 22.250 19.215 -12.650  0.104
H 21.262 20.399 -12.040  0.098
H 18.199 20.791 -16.700  0.106
H 17.343 21.575 -15.512  0.095
H 16.848 19.929 -16.144  0.041
C 16.274 21.482 -17.139  -0.118
O 15.128 20.776 -16.747  0.027
C 14.207 20.350 -17.663  -0.347
O 14.166 20.543 -18.898  -0.096
O 13.292 19.574 -17.070  -0.173
C 12.184 19.123 -17.795  -0.055
H 15.913 22.464 -17.442  0.107
H 16.736 21.089 -18.044  0.062
H 16.996 21.556 -16.325  -0.050
H 11.406 18.890 -17.069  0.059
H 12.373 18.336 -18.526  0.097
H 11.838 20.012 -18.323  0.089

=====

No. 5
The following is a quantum chemistry calculation of a structure of composition C20H18Cl4N2O2PtS2Se at a distorted geometry, from the Open Molecules 2025 dataset.

Calculated values
Relative energy (zero: lowest compared OMol25 entry of this formula, charge and spin) (kJ/mol): 107.52
E_HOMO (spin up / spin down) (eV): -0.35 / -0.35
Charge: -2

Each line ends with the Löwdin charge.
Element x y z (Å)
Pt 1.066 -0.354 0.093  0.479
S 1.030 -0.365 2.581  0.540
C 0.026 -1.764 2.891  -0.719
C -0.172 -2.139 4.226  -0.174
C -0.972 -3.215 4.576  -0.156
C -1.591 -3.958 3.578  -0.153
C -1.403 -3.606 2.252  -0.172
C -0.614 -2.510 1.877  -0.721
S -0.496 -2.147 0.170  0.505
H 0.324 -1.553 4.992  0.078
H -1.108 -3.473 5.622  0.075
H -2.218 -4.809 3.828  0.076
H -1.871 -4.179 1.459  0.077
C -2.258 0.281 -2.119  -0.071
N -2.770 0.348 -0.773  -0.136
C -3.772 -0.436 -0.248  -0.082
C -3.822 -0.193 1.077  -0.076
N -2.847 0.737 1.358  -0.125
C -2.513 1.263 2.660  -0.060
C -2.166 1.042 0.222  -0.780
Se -0.812 2.263 0.044  0.594
H -2.943 -0.296 -2.737  0.079
H -1.285 -0.206 -2.100  0.038
H -2.122 1.283 -2.524  0.080
H -4.351 -1.106 -0.858  0.111
H -4.444 -0.624 1.840  0.108
H -3.216 0.867 3.392  0.084
H -2.554 2.353 2.635  0.068
H -1.497 0.974 2.923  0.048
Cl 4.260 0.246 -2.918  0.660
C 3.612 1.496 -1.888  -0.615
C 3.534 2.770 -2.420  -0.145
C 3.123 3.830 -1.631  -0.124
C 2.837 3.593 -0.288  -0.129
C 2.912 2.321 0.231  -0.106
C 3.238 1.192 -0.563  -0.373
C 3.204 -0.151 0.004  -0.265
H 3.801 2.927 -3.457  0.093
H 3.013 4.818 -2.059  0.082
H 2.529 4.412 0.353  0.091
H 2.675 2.147 1.274  0.096
H 3.510 -0.196 1.046  0.015
H 3.647 -0.929 -0.607  0.022
Cl -0.862 -1.426 -4.885  0.533
C 0.797 -0.769 -4.754  -1.491
Cl 1.918 -2.128 -4.590  0.531
Cl 1.159 0.106 -6.252  0.522
C 0.833 0.251 -3.422  -0.834
O 0.641 1.414 -3.724  -0.016
O 0.992 -0.403 -2.385  -0.160

=====

No. 6
The following is a quantum chemistry calculation of a cluster of 2 separate species, C3H4O2 in total at a distorted geometry, from the Open Molecules 2025 dataset.

Calculated values
Relative energy (zero: lowest compared OMol25 entry of this formula, charge and spin) (kJ/mol): 417.90
E_HOMO (eV): -10.25

Each line ends with the Löwdin charge.
Element x y z (Å)
C -2.443 0.077 -0.016  -0.554
C -1.047 0.234 -0.346  -0.183
C 0.300 -0.038 0.394  -0.059
O -3.385 -0.645 0.152  0.140
O -1.980 1.226 0.189  0.148
H -0.658 0.679 -1.973  0.228
H 0.586 -1.012 -0.016  0.075
H -0.118 -0.107 1.443  0.102
H 0.948 0.861 0.106  0.102